Entry 1:
This record from OMol25 describes a single C3H7NOS molecule. The level of theory is ωB97M-V/def2-TZVPD.

**SMILES string**: C=NOCSC
**HOMO**: -9.0 eV
**Multiplicity**: 1
**LUMO energy**: 0.974 eV
**Kohn-Sham gap**: 9.98 eV

Element x y z (Å)
C (-0.23, -1.60, -1.78)
O (0.43, 1.01, 0.26)
H (1.01, 1.01, 3.38)
H (-0.18, -2.48, -2.54)
C (1.20, 1.11, 2.29)
C (-0.93, 0.67, -0.50)
H (2.24, 1.13, 1.80)
H (-1.49, 1.76, -0.25)
S (-0.41, 0.18, -2.21)
H (-1.05, -1.71, -0.98)
H (0.74, -1.64, -1.15)
N (0.13, 0.86, 1.66)
H (-1.46, -0.29, 0.02)

=====

Entry 2:
This record from OMol25 describes 2 unconnected molecules or ions with the total composition C15H15N9O4. The level of theory is ωB97M-V/def2-TZVPD.

**SMILES string**: O=[N+]([O-])c1cc([N+](=O)[O-])c2nnnn2c1.c1ccc(CN=C2NCCN2)cc1
**HOMO**: -8.7 eV
**Multiplicity**: 1
**LUMO energy**: -1.600 eV
**Kohn-Sham gap**: 7.13 eV

Element x y z (Å)
N (-2.02, -1.84, 2.01)
C (1.99, -0.64, 1.06)
H (-2.71, 3.06, -3.18)
C (1.54, 0.64, 1.36)
N (-2.46, -0.25, 0.54)
N (-0.08, 1.22, -0.34)
H (2.56, -2.57, 1.83)
C (-0.91, 4.02, -2.44)
C (-1.02, -1.03, -1.27)
H (0.94, 3.43, -1.46)
H (1.05, 2.05, 2.91)
N (-2.69, -0.68, 1.75)
H (2.00, 1.55, -0.52)
O (-0.57, -4.34, 2.49)
N (-1.62, -1.16, -0.05)
C (2.24, -1.56, 2.08)
C (-0.19, -2.05, -1.68)
H (-2.63, 1.58, -0.98)
O (0.17, -0.85, -3.59)
H (-1.25, -0.14, -1.86)
C (1.39, 1.04, 2.70)
C (1.68, 0.14, 3.73)
N (-0.02, -4.21, 1.39)
H (1.58, 0.45, 4.77)
C (-0.65, 2.18, -1.04)
H (2.32, -1.88, 4.22)
N (-0.05, 3.27, -1.55)
C (-0.47, -3.19, 0.43)
H (-2.96, 4.04, -1.72)
N (0.44, -1.90, -2.97)
C (2.10, -1.17, 3.42)
H (1.10, 2.60, 0.64)
N (-1.96, 2.19, -1.43)
H (-0.56, 3.89, -3.48)
C (-1.37, -2.15, 0.87)
C (-2.27, 3.36, -2.23)
O (0.94, -4.92, 1.01)
C (1.19, 1.58, 0.23)
H (-0.91, 5.09, -2.20)
H (0.71, -3.96, -1.21)
C (0.08, -3.16, -0.84)
O (1.21, -2.78, -3.40)
H (2.14, -0.92, 0.01)

=====

Entry 3:
This record from OMol25 describes a molecular structure, C48H39CdI2N3O5P2S. The level of theory is ωB97M-V/def2-TZVPD.

**HOMO**: -2.1 eV
**Multiplicity**: 1
**LUMO energy**: 3.368 eV
**Net charge**: -2
**Kohn-Sham gap**: 5.43 eV

Element x y z (Å)
C (3.58, 0.75, 0.61)
H (2.15, -4.52, -1.32)
C (0.26, -0.98, 6.02)
H (1.30, 1.28, -2.69)
P (-0.06, 2.76, -1.24)
C (1.53, 2.13, -2.05)
C (1.66, -0.94, 4.04)
C (-1.62, -0.60, 1.51)
O (2.65, -2.98, -3.64)
H (-2.22, -5.34, -2.76)
H (-2.82, 2.90, -0.83)
C (-1.48, 5.71, -4.53)
H (-1.69, 2.43, -3.78)
H (-3.91, -4.41, -5.87)
C (-1.36, 1.49, -1.54)
C (3.21, 3.23, 4.60)
O (1.48, -0.85, -3.28)
C (-1.83, 4.38, -4.64)
C (-2.72, -1.01, 2.31)
C (-1.16, 0.18, -1.94)
C (-3.02, -2.39, 2.34)
H (3.75, -1.27, 1.40)
C (-2.46, -3.95, -4.36)
H (1.55, 2.46, 1.23)
C (-3.48, -0.32, -1.56)
C (-3.80, -4.47, -4.79)
N (-0.92, -1.47, 0.78)
H (-4.68, 1.31, -0.84)
P (1.91, -0.06, 2.46)
Cd (1.16, -0.84, -0.15)
H (-3.84, -2.74, 2.94)
H (-3.67, 2.07, 3.44)
C (3.66, 2.58, -0.66)
C (-2.00, 1.69, 2.16)
C (2.85, 1.93, 4.30)
O (2.63, -4.66, 1.20)
O (1.83, -2.59, 1.25)
C (2.59, 1.80, -1.05)
C (-1.78, -4.51, -3.29)
H (0.43, 0.69, 4.70)
H (3.02, 1.14, 5.02)
H (-2.45, -4.32, 1.61)
H (-0.22, -1.50, -5.11)
C (-3.70, 0.99, -1.17)
H (1.89, 2.96, -2.66)
H (-1.83, 6.43, -5.27)
C (-0.68, 6.13, -3.48)
C (2.37, -3.53, -0.89)
H (-2.42, -2.40, -5.84)
H (-0.41, 7.17, -3.39)
C (-1.89, -2.86, -5.02)
C (-1.20, 0.79, 1.42)
H (2.24, 4.76, 1.75)
H (4.42, 0.02, 2.46)
C (0.02, -2.95, -3.57)
H (3.69, 3.44, 5.56)
H (-0.03, -4.42, -2.05)
H (3.94, 3.54, -1.08)
C (-3.43, -0.02, 3.00)
C (2.40, 3.98, 2.48)
H (-3.93, -5.51, -4.48)
C (2.01, -2.27, 4.30)
O (-0.21, 1.14, 0.74)
C (-0.66, -2.36, -4.62)
C (-2.21, -0.72, -1.94)
H (3.30, 5.27, 3.94)
C (2.25, 1.64, 3.08)
H (-4.59, -3.88, -4.33)
H (-0.59, -3.40, 0.22)
H (-0.18, -0.15, -2.28)
C (3.64, -0.23, 1.74)
H (-2.46, 4.05, -5.46)
C (2.03, 2.68, 2.18)
H (0.37, 5.53, -1.71)
C (-0.24, 5.21, -2.54)
C (-1.21, -2.75, 0.82)
S (1.59, -2.26, -2.95)
H (1.77, -3.96, 5.58)
H (3.42, -3.31, -1.13)
C (1.50, -2.93, 5.40)
H (0.24, -2.81, 7.15)
N (2.56, 0.68, -0.28)
H (2.64, -2.80, 3.60)
H (5.14, 2.26, 0.97)
C (-3.09, 1.31, 2.91)
C (-1.40, 3.47, -3.69)
C (-2.25, -3.26, 1.61)
C (-2.64, 1.88, -1.15)
N (1.50, -2.52, -1.41)
C (4.29, 1.92, 0.41)
C (0.63, -2.29, 6.28)
C (0.75, -0.33, 4.91)
I (-1.50, 3.73, 2.02)
C (2.26, -3.62, 0.67)
H (-0.45, -0.47, 6.67)
C (3.00, 4.26, 3.70)
H (-2.03, -1.75, -2.23)
H (-4.31, -1.02, -1.58)
C (-0.59, 3.87, -2.63)
I (-5.14, -0.53, 4.17)
C (-0.55, -4.01, -2.90)

=====

Entry 4:
This record from OMol25 describes 4 unconnected molecules or ions with the total composition C22H38Cl2N2O9. The level of theory is ωB97M-V/def2-TZVPD.

**SMILES string**: C=CN(C(=O)OCC(=O)N(C)C)/C(Cl)=C(\C)Cl.CCOC(C)=O.CCOC(C)=O.CCOC(C)=O
**HOMO**: -8.6 eV
**Multiplicity**: 1
**LUMO energy**: 0.565 eV
**Kohn-Sham gap**: 9.13 eV

Element x y z (Å)
H (-2.21, -7.41, -2.36)
C (6.00, 1.27, 1.62)
H (-2.23, -1.15, 2.09)
O (0.56, -0.97, 1.69)
C (-2.65, 0.94, -0.46)
H (-6.14, -4.39, -2.20)
C (5.33, 3.07, 0.25)
H (5.66, 7.63, 3.11)
H (-1.80, -0.88, -1.31)
C (-8.05, -1.00, -2.64)
C (3.26, 6.39, 3.06)
H (-6.50, -4.21, -4.65)
H (5.84, 5.47, 0.30)
H (-3.40, -7.30, -0.19)
C (-2.32, -7.23, -0.23)
Cl (7.37, 0.70, 3.85)
O (6.40, 3.20, -0.28)
O (-2.44, -3.27, -1.92)
H (-2.31, 1.93, -0.16)
O (-2.47, -5.47, -1.91)
H (2.31, 1.65, -0.17)
H (2.51, -0.19, -0.14)
H (-2.01, -6.56, 0.57)
H (-0.23, -3.42, -0.65)
H (-1.39, -2.63, 1.65)
H (5.94, 6.00, 2.57)
H (-1.04, 0.61, -1.83)
H (-7.68, -0.40, -3.48)
H (4.93, 0.37, -0.67)
H (-2.32, -1.79, 0.44)
C (-1.97, -4.29, -1.49)
H (-3.41, 1.04, -1.23)
O (-0.44, 0.02, 0.00)
H (-0.26, -5.15, -0.41)
C (-1.68, -1.65, 1.30)
C (4.80, 5.32, 0.04)
C (4.29, 0.94, 0.01)
H (-0.79, -6.67, -1.68)
C (6.08, 1.42, 2.94)
H (2.34, 6.96, 3.13)
C (-6.63, -3.52, -2.61)
C (-6.90, -1.27, -1.70)
H (4.08, 1.77, 3.46)
N (4.92, 1.86, 0.94)
C (-1.87, -6.73, -1.59)
H (4.72, 5.53, -1.02)
H (-3.11, 0.48, 0.41)
O (2.71, 6.38, 0.22)
H (-8.53, -1.90, -3.03)
H (-1.90, -8.22, -0.03)
C (-0.42, -0.87, 1.00)
C (3.79, 6.22, 0.74)
H (-5.14, -3.21, -4.12)
H (-7.71, -3.69, -2.51)
O (-6.21, -2.42, -1.81)
H (5.06, 3.24, 3.47)
C (-0.89, -4.26, -0.44)
N (4.08, 6.88, 1.95)
O (4.35, 3.98, 0.26)
H (5.20, 2.06, 4.78)
C (-1.49, 0.12, -0.97)
H (-6.68, -2.46, -4.51)
C (5.05, 2.18, 3.72)
Cl (7.21, 0.33, 0.77)
C (5.51, 6.96, 2.27)
O (-6.56, -0.45, -0.89)
H (-1.35, -4.12, 0.53)
H (3.78, 6.56, 4.01)
C (2.97, 0.79, -0.10)
H (6.04, 7.34, 1.41)
H (3.05, 5.33, 3.00)
H (-8.81, -0.44, -2.11)
C (-6.22, -3.34, -4.06)

=====

Entry 5:
This record from OMol25 describes 2 unconnected molecules or ions with the total composition C8H21FN2O6PS. The level of theory is ωB97M-V/def2-TZVPD.

**HOMO**: -11.8 eV
**Multiplicity**: 1
**LUMO energy**: -3.306 eV
**Net charge**: +1
**Kohn-Sham gap**: 8.50 eV

Element x y z (Å)
H (-2.92, 5.24, -1.24)
H (2.13, -2.45, -2.66)
H (-3.75, 3.69, -1.17)
H (2.15, -4.00, 0.74)
C (3.38, -0.10, 0.79)
N (0.32, -1.33, -0.01)
H (-3.68, 2.33, 1.04)
C (1.67, -2.64, -1.69)
O (-2.21, -2.17, -0.22)
C (-2.88, 4.24, -0.81)
H (-0.93, 0.50, -1.22)
O (3.07, -0.25, -1.80)
H (0.63, -2.01, 1.93)
H (3.63, -0.71, 1.64)
H (2.83, -2.60, 1.49)
N (2.73, -2.54, -0.62)
H (-1.98, 3.74, -1.19)
H (0.04, -3.26, 0.86)
P (-1.31, -0.96, 0.31)
O (-1.52, -0.67, 1.72)
O (5.00, -1.41, -0.79)
H (0.79, -0.76, -1.99)
H (4.13, 0.70, 0.71)
S (3.66, -0.94, -0.72)
C (0.73, -2.41, 0.92)
H (-2.80, 2.99, 2.42)
H (-2.03, 4.90, 1.04)
O (-1.68, 0.18, -0.72)
H (-1.91, 2.39, 1.01)
H (-4.81, 4.53, 0.90)
H (3.45, -3.24, -0.83)
C (-2.88, 4.31, 0.71)
H (-0.34, -2.10, -1.92)
C (-2.81, 2.92, 1.33)
H (-2.24, -2.91, 0.41)
C (2.15, -2.92, 0.71)
F (1.27, -3.94, -1.63)
C (0.54, -1.66, -1.44)
H (2.37, 0.30, 0.83)
O (-4.02, 5.01, 1.17)

=====

Entry 6:
This record from OMol25 describes a single C4H9NO2S molecule. The level of theory is ωB97M-V/def2-TZVPD.

**SMILES string**: O=C[C@H](CS)NCO
**HOMO**: -9.3 eV
**Multiplicity**: 1
**LUMO energy**: 0.446 eV
**Kohn-Sham gap**: 9.74 eV

Element x y z (Å)
C (0.74, 1.15, 1.29)
C (0.29, 0.17, 0.22)
H (0.22, 0.99, 2.23)
N (-1.10, 0.40, -0.09)
H (0.85, 0.39, -0.68)
H (-1.71, -0.05, 0.57)
H (-0.43, -1.42, -1.90)
O (-0.59, -0.54, -2.26)
C (-1.57, 0.08, -1.44)
O (-0.03, -2.19, 0.02)
H (-1.86, 0.98, -1.97)
H (2.83, 0.05, 0.92)
H (1.28, -1.48, 1.39)
C (0.55, -1.28, 0.57)
H (0.45, 2.15, 0.96)
H (-2.44, -0.59, -1.40)
S (2.54, 1.17, 1.58)

=====

no.,M (g/mol),energy (hartree)
1,105.16,-646.5342
2,385.34,-1374.1163
3,1198.09,-4237.1706
4,545.46,-2568.0324
5,323.30,-1717.5863
6,135.19,-761.1988